Record 1
Formula: C15H19N3O4S2
Source: OMol25
Level of theory: ωB97M-V/def2-TZVPD

## Properties
Maximum force = 0.9 eV/Å
SMILES = C/N=C1\S[C@H](CC(=O)Nc2sc(C)c(C)c2C(=O)OC)C(=O)N1C
ΔE to the lowest compared entry with this formula, charge and spin = 0.00 kJ/mol
Kohn-Sham gap = 8.55 eV

Bonds (Å) are listed after each position.
CARTESIAN COORDINATES (ANGSTROEM)
1 C 2.2825 1.7370 -3.3569  N2 1.426, H25 1.097, H26 1.091, H27 1.090
2 N 3.3793 1.3296 -2.5412  C1 1.426, C3 1.249
3 C 3.2579 0.5033 -1.6122  N2 1.249, S4 1.800, N23 1.374
4 S 1.7650 -0.3440 -1.0710  C3 1.800, C5 1.816
5 C 2.6429 -1.1663 0.2894  S4 1.816, C6 1.533, C21 1.522, H28 1.094
6 C 2.1077 -0.7637 1.6686  C5 1.533, C7 1.518, H29 1.092, H30 1.092
7 C 0.6843 -1.2592 1.8528  C6 1.518, O8 1.213, N9 1.358
8 O 0.3949 -2.2863 2.4290  C7 1.213
9 N -0.2534 -0.4545 1.2896  C7 1.358, C10 1.376, H31 1.014
10 C -1.5923 -0.7707 1.2901  N9 1.376, S11 1.717, C16 1.383
11 S -2.1394 -2.1782 2.1065  C10 1.717, C12 1.744
12 C -3.7864 -1.8312 1.6513  S11 1.744, C13 1.490, C14 1.359
13 C -4.8705 -2.7553 2.0891  C12 1.490, H32 1.090, H33 1.090, H34 1.087
14 C -3.8908 -0.6985 0.9068  C12 1.359, C15 1.491, C16 1.437
15 C -5.1754 -0.1595 0.3749  C14 1.491, H35 1.088, H36 1.086, H37 1.088
16 C -2.6189 -0.0682 0.6860  C10 1.383, C14 1.437, C17 1.458
17 C -2.4667 1.1472 -0.1048  C16 1.458, O18 1.206, O19 1.367
18 O -3.3517 1.7412 -0.6700  C17 1.206
19 O -1.1736 1.5856 -0.1685  C17 1.367, C20 1.419
20 C -0.9624 2.7477 -0.9544  O19 1.419, H38 1.087, H39 1.092, H40 1.092
21 C 4.1093 -0.7770 0.1746  C5 1.522, O22 1.206, N23 1.361
22 O 4.9692 -1.1864 0.9141  C21 1.206
23 N 4.3214 0.1095 -0.8365  C3 1.374, C21 1.361, C24 1.445
24 C 5.6394 0.6344 -1.1133  N23 1.445, H41 1.089, H42 1.089, H43 1.089
25 H 1.3364 1.2703 -3.0575  C1 1.097
26 H 2.1940 2.8224 -3.2976  C1 1.091
27 H 2.5065 1.4717 -4.3906  C1 1.090
28 H 2.5395 -2.2477 0.1617  C5 1.094
29 H 2.1495 0.3219 1.7813  C6 1.092
30 H 2.7432 -1.2313 2.4234  C6 1.092
31 H -0.0040 0.3765 0.7646  N9 1.014
32 H -5.6002 -2.2318 2.7064  C13 1.090
33 H -5.3916 -3.1770 1.2299  C13 1.090
34 H -4.4471 -3.5699 2.6706  C13 1.087
35 H -5.1404 -0.1136 -0.7117  C15 1.088
36 H -6.0103 -0.7819 0.6820  C15 1.086
37 H -5.3321 0.8562 0.7319  C15 1.088
38 H 0.1119 2.9161 -0.9653  C20 1.087
39 H -1.3363 2.5927 -1.9682  C20 1.092
40 H -1.4811 3.6026 -0.5160  C20 1.092
41 H 5.9334 0.3748 -2.1295  C24 1.089
42 H 5.6315 1.7194 -1.0164  C24 1.089
43 H 6.3252 0.1918 -0.3930  C24 1.089

Record 2
Formula: C5H10O2
Source: OMol25
Level of theory: ωB97M-V/def2-TZVPD

## Properties
Maximum force = 0.7 eV/Å
SMILES = C[C@]1(O)C[C@@]1(C)O
ΔE to the lowest compared entry with this formula, charge and spin = 261.16 kJ/mol
Kohn-Sham gap = 9.45 eV

Bonds (Å) are listed after each position.
CARTESIAN COORDINATES (ANGSTROEM)
1 C 1.2725 -1.2102 -0.4600  C2 1.518, H8 1.095, H9 1.098, H10 1.096
2 C 0.8108 0.1424 0.0515  C1 1.518, O3 1.388, C4 1.498, C5 1.505
3 O 1.4126 1.2031 -0.6110  C2 1.388, H11 0.977
4 C 0.3772 0.1768 1.4853  C2 1.498, C5 1.525, H12 1.087, H13 1.086
5 C -0.6331 0.4246 0.3699  C2 1.505, C4 1.525, C6 1.514, O7 1.428
6 C -1.4805 -0.3952 -0.5802  C5 1.514, H14 1.091, H15 1.102, H16 1.090
7 O -0.8958 1.8270 0.3045  C5 1.428, H17 0.965
8 H 2.3334 -1.2987 -0.2025  C1 1.095
9 H 0.7581 -2.0494 0.0257  C1 1.098
10 H 1.1749 -1.3253 -1.5458  C1 1.096
11 H 0.7152 1.8871 -0.6038  O3 0.977
12 H 0.6569 1.0981 1.9903  C4 1.087
13 H 0.4244 -0.7254 2.0875  C4 1.086
14 H -2.4474 0.0714 -0.7715  C6 1.091
15 H -0.9395 -0.3901 -1.5405  C6 1.102
16 H -1.6084 -1.4386 -0.2919  C6 1.090
17 H -1.8441 1.9922 0.2358  O7 0.965

Record 3
Formula: C17H35Br2NO10
Source: OMol25
Level of theory: ωB97M-V/def2-TZVPD

## Properties
Maximum force = 5.2 eV/Å
SMILES = CCOC(=O)OC.CCOC(=O)OC.CCOC(=O)OC.CN(C)C=O.BrCCBr
ΔE to the lowest compared entry with this formula, charge and spin = 255.69 kJ/mol
Kohn-Sham gap = 9.65 eV

Bonds (Å) are listed after each position.
CARTESIAN COORDINATES (ANGSTROEM)
1 C -0.0003 0.4306 6.7641  C2 1.531, H8 1.090, H9 1.090, H10 1.090
2 C -0.5889 0.6265 8.1634  C1 1.531, O3 1.411, H11 1.090, H12 1.090
3 O 0.4348 0.3179 9.0837  C2 1.411, C4 1.308
4 C 0.2498 0.1036 10.3607  O3 1.308, O5 1.216, O6 1.384
5 O -0.7843 0.3472 10.9523  C4 1.216
6 O 1.4108 -0.3559 10.9583  C4 1.384, C7 1.394
7 C 1.4686 -0.4477 12.3481  O6 1.394, H13 1.090, H14 1.090, H15 1.090
8 H 0.4840 1.3635 6.4755  C1 1.090
9 H -0.8390 0.3456 6.0732  C1 1.090
10 H 0.6996 -0.3879 6.5954  C1 1.090
11 H -1.5194 0.0659 8.2530  C2 1.090
12 H -0.8714 1.6347 8.4666  C2 1.090
13 H 0.7333 0.2013 12.8238  C7 1.090
14 H 2.4783 -0.1535 12.6344  C7 1.090
15 H 1.3848 -1.4641 12.7328  C7 1.090
16 C -3.2986 -3.7837 5.5352  C17 1.547, H23 1.090, H24 1.090, H25 1.090
17 C -3.9933 -4.5118 4.3603  C16 1.547, O18 1.389, H26 1.090, H27 1.090
18 O -5.0459 -3.8900 3.7000  C17 1.389, C19 1.349
19 C -4.7983 -2.9054 2.8124  O18 1.349, O20 1.154, O21 1.373
20 O -3.8200 -2.3024 2.7042  C19 1.154
21 O -5.8630 -2.6581 1.9815  C19 1.373, C22 1.495
22 C -5.8091 -1.6354 0.8921  O21 1.495, H28 1.090, H29 1.090, H30 1.090
23 H -2.4430 -4.2813 5.9919  C16 1.090
24 H -4.0316 -3.6283 6.3268  C16 1.090
25 H -3.0271 -2.7721 5.2334  C16 1.090
26 H -4.4207 -5.3968 4.8318  C17 1.090
27 H -3.2926 -4.9895 3.6755  C17 1.090
28 H -6.6316 -1.6244 0.1769  C22 1.090
29 H -4.8661 -1.7250 0.3530  C22 1.090
30 H -5.7749 -0.5928 1.2083  C22 1.090
31 C 2.3665 2.0605 -11.7708  C32 1.594, H38 1.090, H39 1.090, H40 1.090
32 C 1.8323 1.2789 -10.4888  C31 1.594, O33 1.425, H41 1.090, H42 1.090
33 O 2.6898 1.4142 -9.3583  C32 1.425, C34 1.415
34 C 4.0054 0.9016 -9.4498  O33 1.415, O35 1.199, O36 1.256
35 O 4.4073 0.2817 -10.3937  C34 1.199
36 O 4.7021 1.2225 -8.4552  C34 1.256, C37 1.396
37 C 5.9027 0.5493 -8.2242  O36 1.396, H43 1.090, H44 1.090, H45 1.090
38 H 2.4835 3.1157 -11.5239  C31 1.090
39 H 1.6376 1.9391 -12.5721  C31 1.090
40 H 3.2972 1.7214 -12.2256  C31 1.090
41 H 1.6869 0.2151 -10.6765  C32 1.090
42 H 0.8283 1.6722 -10.3293  C32 1.090
43 H 5.7652 -0.3128 -7.5716  C37 1.090
44 H 6.4769 1.2204 -7.5855  C37 1.090
45 H 6.5069 0.3312 -9.1048  C37 1.090
46 C 1.2800 -0.2235 0.0375  N47 1.509, H51 1.090, H52 1.090, H53 1.090
47 N 2.2700 0.4796 -0.8579  C46 1.509, C48 1.455, C49 1.329
48 C 2.8672 1.6906 -0.3164  N47 1.455, H54 1.090, H55 1.090, H56 1.090
49 C 2.3441 0.0777 -2.1221  N47 1.329, O50 1.293, H57 1.101
50 O 3.0047 0.6587 -3.0701  C49 1.293
51 H 1.6911 -0.6492 0.9528  C46 1.090
52 H 0.7729 -1.0150 -0.5144  C46 1.090
53 H 0.4302 0.3795 0.3575  C46 1.090
54 H 3.5515 2.1128 -1.0523  C48 1.090
55 H 2.0881 2.3250 0.1061  C48 1.090
56 H 3.5759 1.3860 0.4537  C48 1.090
57 H 1.9466 -0.9395 -2.2616  C49 1.101
58 Br -2.0828 4.0036 -2.4402  C59 2.036
59 C -2.6854 3.0920 -4.1585  Br58 2.036, C60 1.554, H62 1.090, H63 1.090
60 C -1.7158 1.9352 -4.5270  C59 1.554, Br61 2.008, H64 1.090, H65 1.090
61 Br -2.7277 0.8890 -5.9109  C60 2.008
62 H -2.6698 3.8002 -4.9871  C59 1.090
63 H -3.6684 2.6759 -3.9379  C59 1.090
64 H -1.6961 1.4365 -3.5580  C60 1.090
65 H -0.7896 2.3432 -4.9317  C60 1.090

Q: Among the records above, which one has the lowest ΔE to the lowest compared entry with this formula, charge and spin?
A: C15H19N3O4S2